Entry from OMol25: a cluster of 2 separate species, C3H8N2O in total in a non-equilibrium geometry (ωB97M-V with the def2-TZVPD basis set).

Properties
Energy (hartree): -303.822149
Orbital gap (eV): 9.4241
SMILES: C=CN.NC=O
LUMO energy (eV): 0.9956
Multiplicity: 1
HOMO (eV): -8.429

```
14
Properties=species:S:1:pos:R:3:mulliken_charge:R:1
C 0.00 1.81 -0.37 -1.12
C -0.09 1.55 0.92 0.28
N -1.34 1.57 1.59 -0.46
H -0.82 1.81 -0.97 0.35
H 1.03 1.89 -0.96 0.23
H 0.78 1.39 1.52 0.32
H -2.13 1.99 1.13 0.18
H -1.32 1.43 2.63 0.21
C 0.91 -2.75 -0.57 0.08
N 0.50 -1.64 -1.32 -0.29
O 1.09 -2.74 0.67 -0.54
H 1.06 -3.71 -1.09 0.32
H 0.12 -1.84 -2.23 0.22
H 0.20 -0.76 -0.94 0.22
```



Entry from OMol25: the molecule C3H8N2O in a non-equilibrium geometry (ωB97M-V with the def2-TZVPD basis set).

Properties
Energy (hartree): -303.732241
Orbital gap (eV): 10.1876
SMILES: C/N=C(/C)NO
LUMO energy (eV): 0.7828
Multiplicity: 1
HOMO (eV): -9.405

```
14
Properties=species:S:1:pos:R:3:mulliken_charge:R:1
C 1.52 1.00 -0.62 -0.91
C -0.48 0.02 -0.13 0.82
C -1.99 -0.14 -0.34 -1.03
H 1.46 1.31 0.47 0.33
H 2.12 0.15 -0.77 0.27
H 2.03 1.81 -1.15 0.27
H -2.05 -1.12 -0.79 0.28
H -2.56 -0.30 0.69 0.26
H -2.32 0.66 -1.10 0.30
H -0.81 -1.18 1.54 0.28
H 1.95 -0.87 1.09 0.37
N 0.11 0.81 -0.89 -0.46
N -0.03 -0.61 1.10 -0.33
O 1.04 -1.55 0.91 -0.46
```



Entry from OMol25: the molecule C3H8N2O in a non-equilibrium geometry (ωB97M-V with the def2-TZVPD basis set).

Properties
Energy (hartree): -303.795076
Orbital gap (eV): 10.1818
SMILES: NCNCC=O
LUMO energy (eV): 0.9640
Multiplicity: 1
HOMO (eV): -9.218

```
14
Properties=species:S:1:pos:R:3:mulliken_charge:R:1
O -0.27 0.07 2.79 -0.45
C 0.11 0.76 1.88 -0.04
C 0.20 0.02 0.56 -0.26
N 0.54 0.78 -0.70 -0.44
C 0.41 -0.25 -1.89 -0.48
N -0.79 -1.14 -2.04 -0.51
H 0.30 1.88 2.00 0.31
H -0.75 -0.50 0.39 0.28
H 1.10 -0.66 0.60 0.23
H -0.06 1.56 -0.94 0.29
H 0.32 0.34 -2.78 0.39
H 1.26 -0.98 -2.01 0.30
H -1.76 -0.83 -2.24 0.18
H -0.78 -2.02 -1.49 0.21
```



Entry from OMol25: a structure of composition C3H8N2O in a non-equilibrium geometry (ωB97M-V with the def2-TZVPD basis set).

Properties
Energy (hartree): -303.671081
Orbital gap (eV): 9.2057
LUMO energy (eV): 0.5907
Multiplicity: 1
HOMO (eV): -8.615

```
14
Properties=species:S:1:pos:R:3:mulliken_charge:R:1
C 1.24 -1.03 -0.08 -0.91
N -0.34 0.95 0.49 0.08
C -0.34 -0.38 0.28 0.56
N -1.21 1.72 -0.18 -0.46
C -1.35 -1.25 0.24 -0.88
O 1.30 1.28 -0.06 -0.62
H 2.02 1.51 0.56 0.29
H -1.25 1.52 -1.18 0.25
H -1.04 2.70 -0.02 0.28
H 1.73 -1.10 0.89 0.26
H 1.90 -0.71 -0.88 0.26
H 0.88 -2.01 -0.40 0.36
H -1.17 -2.29 0.01 0.25
H -2.37 -0.91 0.34 0.30
```



Q: orbital gap of number 3 (C3H8N2O)?
A: 10.1818 eV



Q: What is the orbital gap in the first record?
A: 9.4241 eV